Below is a molecular structure, C56H123As3F18N6O2, with properties calculated with ωB97M-V with the def2-TZVPD basis set.

## Properties
- charge = +2
- calculated total energy (eV) = -304527.39742
- orbital gap (eV) = 6.11
- highest occupied orbital energy (Ha) = -0.359

Each line ends with the Löwdin charge.
Atoms and positions in Å:
1 C 7.023 5.172 2.493  -0.077
2 C 5.487 5.266 2.545  -0.220
3 C 5.016 4.240 3.570  -0.128
4 N 3.511 3.824 3.484  -0.216
5 C 3.303 2.910 4.718  -0.069
6 C 1.889 2.188 4.528  -0.133
7 C 1.754 1.433 3.183  -0.167
8 C 1.998 2.395 2.010  -0.182
9 C 3.299 3.097 2.143  -0.120
10 C 2.567 5.047 3.662  0.055
11 H 7.247 5.765 1.606  0.083
12 H 7.462 4.175 2.457  0.085
13 H 7.497 5.737 3.295  0.080
14 H 5.119 4.912 1.582  0.099
15 H 5.045 6.256 2.656  0.116
16 H 5.148 4.572 4.599  0.132
17 H 5.611 3.340 3.414  0.127
18 H 4.063 2.132 4.787  0.132
19 H 3.432 3.481 5.637  0.125
20 H 1.863 1.425 5.306  0.111
21 H 1.016 2.797 4.765  0.094
22 H 2.376 0.542 3.095  0.119
23 H 0.728 1.112 3.005  0.083
24 H 2.127 1.799 1.106  0.099
25 H 1.135 3.055 1.933  0.113
26 H 4.053 2.352 1.886  0.143
27 H 3.386 3.867 1.376  0.112
28 H 2.765 5.553 4.607  0.113
29 H 1.548 4.665 3.607  0.083
30 H 2.685 5.654 2.764  0.106
31 C -4.098 -4.845 -2.956  -0.091
32 C -5.301 -3.901 -2.961  -0.201
33 C -6.213 -4.521 -1.886  -0.110
34 N -7.578 -3.795 -1.893  -0.250
35 C -8.500 -4.468 -0.926  -0.122
36 C -8.084 -4.310 0.504  -0.167
37 C -7.816 -2.871 0.998  -0.187
38 C -6.839 -2.199 0.075  -0.143
39 C -7.317 -2.356 -1.437  -0.090
40 C -8.294 -3.669 -3.300  0.062
41 H -3.598 -4.883 -1.989  0.077
42 H -3.370 -4.342 -3.594  0.060
43 H -4.197 -5.841 -3.386  0.090
44 H -5.751 -3.840 -3.952  0.116
45 H -4.971 -2.908 -2.657  0.104
46 H -5.827 -4.558 -0.867  0.124
47 H -6.453 -5.565 -2.085  0.136
48 H -8.482 -5.486 -1.316  0.144
49 H -9.430 -3.937 -1.128  0.134
50 H -7.301 -4.979 0.861  0.124
51 H -8.936 -4.594 1.121  0.125
52 H -7.520 -3.045 2.032  0.123
53 H -8.742 -2.301 1.073  0.120
54 H -5.859 -2.670 0.143  0.100
55 H -6.744 -1.160 0.393  0.119
56 H -6.724 -1.764 -2.134  0.124
57 H -8.306 -1.904 -1.518  0.129
58 H -7.975 -4.542 -3.871  0.107
59 H -7.894 -2.795 -3.815  0.103
60 H -9.380 -3.609 -3.235  0.106
61 C -2.349 2.842 2.482  -0.074
62 C -2.347 3.164 4.033  -0.188
63 C -3.787 3.592 4.609  -0.087
64 N -3.803 3.655 6.142  -0.222
65 C -2.442 4.355 6.596  -0.082
66 C -2.357 4.473 8.140  -0.175
67 C -3.526 5.225 8.736  -0.177
68 C -4.885 4.608 8.265  -0.149
69 C -4.982 4.525 6.691  -0.068
70 C -3.863 2.197 6.705  0.066
71 H -3.085 2.075 2.242  0.066
72 H -1.388 2.496 2.103  0.047
73 H -2.673 3.661 1.840  0.074
74 H -1.680 4.003 4.230  0.080
75 H -1.937 2.347 4.628  0.076
76 H -4.467 2.793 4.313  0.130
77 H -4.168 4.553 4.265  0.130
78 H -2.313 5.322 6.109  0.137
79 H -1.605 3.728 6.290  0.108
80 H -1.462 5.057 8.353  0.121
81 H -2.140 3.503 8.588  0.117
82 H -3.650 6.267 8.440  0.116
83 H -3.337 5.275 9.808  0.121
84 H -5.713 5.172 8.694  0.120
85 H -5.013 3.603 8.667  0.101
86 H -4.940 5.566 6.370  0.133
87 H -5.890 3.965 6.471  0.129
88 H -4.927 1.960 6.703  0.111
89 H -3.577 2.144 7.755  0.097
90 H -3.223 1.645 6.017  0.077
91 C 3.675 -4.539 3.987  -0.085
92 C 5.034 -4.400 3.277  -0.230
93 C 4.854 -4.456 1.745  -0.064
94 N 6.217 -4.196 1.005  -0.249
95 C 6.759 -2.788 1.437  -0.068
96 C 5.850 -1.573 1.023  -0.155
97 C 5.485 -1.587 -0.415  -0.202
98 C 5.046 -2.993 -0.901  -0.162
99 C 6.005 -4.086 -0.531  -0.107
100 C 7.224 -5.237 1.248  0.000
101 H 3.696 -4.699 5.065  0.081
102 H 3.142 -5.407 3.598  0.084
103 H 3.114 -3.645 3.713  0.069
104 H 5.690 -5.120 3.765  0.107
105 H 5.434 -3.439 3.598  0.094
106 H 4.058 -3.756 1.489  0.116
107 H 4.611 -5.417 1.291  0.143
108 H 7.002 -2.748 2.499  0.114
109 H 7.688 -2.758 0.866  0.127
110 H 4.935 -1.655 1.610  0.102
111 H 6.287 -0.618 1.312  0.115
112 H 4.602 -0.983 -0.623  0.074
113 H 6.243 -1.223 -1.108  0.118
114 H 4.087 -3.380 -0.557  0.086
115 H 5.045 -2.988 -1.991  0.134
116 H 5.653 -5.068 -0.849  0.128
117 H 6.990 -3.955 -0.980  0.134
118 H 8.063 -5.045 0.579  0.111
119 H 6.738 -6.157 0.923  0.117
120 H 7.499 -5.307 2.300  0.107
121 C 0.138 2.960 -3.422  -0.068
122 C -0.059 3.285 -4.939  -0.194
123 C 0.343 2.116 -5.840  -0.090
124 N 0.401 2.537 -7.383  -0.199
125 C 0.537 1.283 -8.286  -0.086
126 C 1.909 0.613 -8.097  -0.113
127 C 3.083 1.681 -8.292  -0.193
128 C 2.928 2.847 -7.419  -0.184
129 C 1.574 3.568 -7.618  -0.066
130 C -0.918 3.295 -7.856  0.034
131 H 1.151 3.044 -3.028  0.059
132 H -0.273 1.995 -3.125  0.056
133 H -0.487 3.638 -2.841  0.068
134 H 0.484 4.206 -5.151  0.104
135 H -1.114 3.468 -5.144  0.104
136 H -0.280 1.222 -5.838  0.093
137 H 1.316 1.728 -5.537  0.101
138 H -0.387 0.751 -8.056  0.108
139 H 0.389 1.673 -9.293  0.128
140 H 2.051 0.073 -7.160  0.100
141 H 2.124 -0.115 -8.879  0.117
142 H 4.051 1.194 -8.177  0.122
143 H 3.078 1.953 -9.347  0.116
144 H 3.145 2.538 -6.396  0.118
145 H 3.660 3.570 -7.778  0.126
146 H 1.383 4.473 -7.041  0.117
147 H 1.386 3.779 -8.670  0.126
148 H -1.040 3.489 -8.922  0.106
149 H -1.035 4.206 -7.269  0.089
150 H -1.713 2.638 -7.503  0.081
151 C 1.535 -0.842 -4.160  -0.084
152 C 1.588 -0.939 -2.635  -0.196
153 C 0.284 -1.494 -1.957  -0.054
154 N 0.048 -1.264 -0.403  -0.173
155 C -0.496 0.179 -0.205  -0.069
156 C -1.943 0.360 -0.796  -0.141
157 C -2.906 -0.660 -0.144  -0.179
158 C -2.450 -2.085 -0.331  -0.167
159 C -0.988 -2.307 0.086  -0.093
160 C 1.328 -1.482 0.470  0.040
161 H 2.403 -0.329 -4.575  0.071
162 H 0.602 -0.414 -4.528  0.037
163 H 1.636 -1.837 -4.593  0.086
164 H 1.677 0.073 -2.238  0.064
165 H 2.487 -1.489 -2.356  0.107
166 H 0.286 -2.568 -2.139  0.129
167 H -0.636 -1.118 -2.404  0.090
168 H 0.249 0.826 -0.668  0.112
169 H -0.493 0.335 0.874  0.101
170 H -2.020 0.369 -1.883  0.095
171 H -2.255 1.402 -0.735  0.107
172 H -3.895 -0.482 -0.565  0.101
173 H -3.085 -0.398 0.899  0.105
174 H -2.412 -2.487 -1.343  0.106
175 H -3.071 -2.783 0.231  0.117
176 H -0.623 -3.314 -0.116  0.126
177 H -1.089 -2.152 1.160  0.108
178 H 1.118 -1.390 1.535  0.083
179 H 2.097 -0.745 0.239  0.073
180 H 1.658 -2.511 0.328  0.085
181 As 4.563 2.004 -1.793  0.939
182 F 3.838 3.497 -1.079  -0.296
183 F 5.993 2.841 -2.588  -0.297
184 F 5.087 0.507 -2.604  -0.269
185 F 3.208 1.074 -1.016  -0.309
186 F 3.515 2.407 -3.199  -0.298
187 F 5.654 1.669 -0.426  -0.279
188 As -1.460 -1.266 4.647  0.865
189 F -3.059 -0.698 5.111  -0.284
190 F -1.579 -2.490 5.910  -0.254
191 F 0.165 -1.849 4.215  -0.279
192 F -1.466 -0.092 3.325  -0.294
193 F -0.828 0.019 5.713  -0.295
194 F -2.223 -2.445 3.436  -0.315
195 As -2.634 -1.108 -6.020  0.982
196 F -4.119 -0.608 -5.075  -0.319
197 F -3.458 -1.423 -7.583  -0.273
198 F -0.996 -1.405 -6.695  -0.284
199 F -1.710 -0.611 -4.514  -0.321
200 F -2.841 -2.867 -5.498  -0.300
201 F -2.495 0.599 -6.584  -0.305
202 C 1.107 -6.292 -2.612  -0.034
203 C 1.980 -5.500 -1.631  -0.768
204 O 1.401 -4.961 -0.604  -0.150
205 O 3.195 -5.457 -1.816  -0.059
206 H 1.162 -5.701 -3.526  0.066
207 H 0.090 -6.408 -2.236  0.058
208 H 1.601 -7.251 -2.770  0.069


Below is 8 unconnected molecules or ions with the total composition C56H126ClN7, with properties calculated with ωB97M-V with the def2-TZVPD basis set.

## Properties
- charge = +6
- calculated total energy (eV) = -83003.28274
- orbital gap (eV) = 9.16
- highest occupied orbital energy (Ha) = -0.747
- energy relative to the best compared isomer or geometry (same formula, charge and spin) (kJ/mol) = 0.0

Each line ends with the Löwdin charge.
Atoms and positions in Å:
1 Cl -24.564 -29.288 -8.396  -0.344
2 C -20.781 -27.774 -12.313  -0.072
3 C -21.884 -26.792 -11.913  -0.215
4 C -22.020 -26.690 -10.322  -0.094
5 N -23.112 -25.656 -9.878  -0.193
6 C -24.417 -26.007 -10.609  0.011
7 C -23.278 -25.863 -8.320  -0.107
8 C -22.550 -24.680 -7.609  -0.129
9 C -22.717 -23.636 -8.643  -0.184
10 C -22.588 -24.217 -10.024  -0.091
11 H -20.990 -28.720 -11.815  0.049
12 H -19.868 -27.319 -11.928  0.089
13 H -20.727 -27.984 -13.381  0.097
14 H -22.818 -27.006 -12.433  0.097
15 H -21.556 -25.826 -12.297  0.114
16 H -21.012 -26.359 -10.072  0.130
17 H -22.294 -27.654 -9.894  0.085
18 H -24.516 -27.084 -10.471  0.063
19 H -24.395 -25.665 -11.643  0.108
20 H -25.103 -25.442 -9.978  0.094
21 H -24.297 -25.874 -7.932  0.101
22 H -22.941 -26.866 -8.056  0.070
23 H -23.018 -24.560 -6.632  0.112
24 H -21.475 -24.857 -7.555  0.127
25 H -23.683 -23.137 -8.568  0.126
26 H -21.874 -22.951 -8.736  0.140
27 H -23.100 -23.571 -10.736  0.145
28 H -21.571 -24.136 -10.409  0.138
29 C -16.374 -33.496 -6.464  -0.087
30 C -17.695 -32.729 -6.353  -0.232
31 C -18.290 -32.420 -7.738  -0.075
32 N -19.648 -31.685 -7.577  -0.244
33 C -20.455 -32.177 -6.393  0.004
34 C -20.449 -31.807 -8.833  -0.091
35 C -20.706 -30.423 -9.513  -0.148
36 C -19.600 -29.624 -8.926  -0.143
37 C -19.441 -30.202 -7.522  -0.103
38 H -15.484 -33.025 -6.881  0.091
39 H -16.425 -34.368 -7.117  0.085
40 H -16.107 -33.977 -5.523  0.091
41 H -17.525 -31.782 -5.841  0.116
42 H -18.226 -33.433 -5.712  0.111
43 H -18.608 -33.375 -8.154  0.133
44 H -17.592 -31.926 -8.414  0.156
45 H -20.034 -31.830 -5.449  0.108
46 H -20.536 -33.263 -6.353  0.120
47 H -21.451 -31.767 -6.557  0.074
48 H -21.429 -32.137 -8.491  0.108
49 H -19.932 -32.505 -9.492  0.138
50 H -21.720 -30.093 -9.290  0.069
51 H -20.597 -30.521 -10.593  0.112
52 H -19.961 -28.612 -8.741  0.113
53 H -18.656 -29.586 -9.469  0.141
54 H -20.018 -29.816 -6.681  0.130
55 H -18.419 -29.980 -7.215  0.139
56 C -24.249 -33.413 -5.615  -0.063
57 C -25.581 -32.602 -5.286  -0.196
58 C -26.473 -32.291 -6.474  -0.128
59 N -27.664 -31.440 -6.108  -0.207
60 C -27.213 -30.039 -5.654  0.010
61 C -28.787 -31.095 -7.141  -0.078
62 C -30.133 -31.327 -6.445  -0.153
63 C -29.749 -31.323 -5.005  -0.163
64 C -28.473 -32.125 -5.000  -0.084
65 H -24.341 -34.497 -5.687  0.080
66 H -23.487 -33.427 -4.837  0.070
67 H -23.706 -32.993 -6.462  0.050
68 H -25.251 -31.819 -4.604  0.069
69 H -26.101 -33.125 -4.483  0.110
70 H -26.854 -33.189 -6.960  0.136
71 H -25.861 -31.755 -7.199  0.084
72 H -28.063 -29.371 -5.514  0.098
73 H -26.697 -29.706 -6.555  0.036
74 H -26.553 -30.030 -4.786  0.098
75 H -28.705 -30.105 -7.590  0.117
76 H -28.696 -31.768 -7.993  0.116
77 H -30.998 -30.664 -6.438  0.136
78 H -30.581 -32.218 -6.886  0.135
79 H -29.567 -30.377 -4.493  0.124
80 H -30.670 -31.763 -4.623  0.149
81 H -27.979 -31.961 -4.042  0.137
82 H -28.499 -33.178 -5.280  0.154
83 C -22.273 -38.581 -11.010  -0.075
84 C -23.518 -37.723 -11.270  -0.188
85 C -23.656 -36.524 -10.201  -0.115
86 N -24.738 -35.435 -10.458  -0.229
87 C -26.114 -36.165 -10.070  0.067
88 C -24.684 -34.682 -11.810  -0.042
89 C -25.360 -33.297 -11.625  -0.107
90 C -25.132 -32.988 -10.128  -0.167
91 C -24.523 -34.223 -9.440  -0.085
92 H -21.313 -38.068 -10.956  0.078
93 H -22.078 -39.343 -11.765  0.096
94 H -22.305 -38.999 -10.004  0.083
95 H -24.478 -38.236 -11.321  0.106
96 H -23.488 -37.157 -12.200  0.096
97 H -22.733 -35.944 -10.212  0.113
98 H -23.780 -37.000 -9.228  0.131
99 H -26.151 -36.492 -9.031  0.107
100 H -26.273 -36.930 -10.830  0.102
101 H -26.903 -35.438 -10.262  0.093
102 H -25.240 -35.376 -12.441  0.141
103 H -23.600 -34.799 -11.834  0.137
104 H -26.432 -33.351 -11.817  0.109
105 H -24.966 -32.501 -12.257  0.120
106 H -26.007 -32.779 -9.512  0.085
107 H -24.466 -32.141 -9.958  0.085
108 H -25.005 -34.417 -8.482  0.104
109 H -23.439 -34.180 -9.331  0.111
110 C -22.914 -29.702 -4.754  -0.074
111 C -23.463 -30.025 -3.356  -0.244
112 C -22.473 -29.817 -2.238  -0.125
113 N -22.876 -29.575 -0.723  -0.199
114 C -23.572 -30.751 0.005  0.065
115 C -23.646 -28.228 -0.575  -0.114
116 C -23.253 -27.531 0.725  -0.119
117 C -22.169 -28.426 1.334  -0.133
118 C -21.592 -29.117 0.091  -0.072
119 H -23.727 -29.825 -5.470  0.033
120 H -22.145 -30.432 -5.004  0.047
121 H -22.442 -28.719 -4.763  0.087
122 H -23.957 -30.985 -3.209  0.096
123 H -24.181 -29.244 -3.109  0.095
124 H -21.792 -29.080 -2.664  0.124
125 H -21.809 -30.675 -2.130  0.132
126 H -23.574 -31.638 -0.630  0.096
127 H -24.621 -30.474 0.099  0.106
128 H -23.016 -31.048 0.894  0.115
129 H -24.675 -28.511 -0.796  0.120
130 H -23.326 -27.555 -1.371  0.122
131 H -24.091 -27.602 1.419  0.129
132 H -22.943 -26.516 0.480  0.131
133 H -22.541 -29.045 2.150  0.125
134 H -21.354 -28.008 1.926  0.139
135 H -20.947 -29.994 0.144  0.138
136 H -21.033 -28.455 -0.571  0.133
137 C -25.656 -26.081 -4.761  -0.055
138 C -26.969 -25.804 -5.589  -0.230
139 C -27.197 -24.353 -5.878  -0.131
140 N -28.637 -24.036 -6.400  -0.202
141 C -29.650 -24.443 -5.243  0.063
142 C -28.749 -22.562 -7.006  -0.046
143 C -29.927 -22.537 -8.011  -0.088
144 C -30.223 -24.024 -8.274  -0.131
145 C -29.035 -24.827 -7.657  -0.141
146 H -24.739 -25.590 -5.088  0.065
147 H -25.505 -27.160 -4.766  0.051
148 H -25.798 -25.934 -3.691  0.083
149 H -27.749 -26.091 -4.885  0.098
150 H -27.089 -26.333 -6.535  0.099
151 H -26.552 -24.028 -6.694  0.122
152 H -27.039 -23.790 -4.958  0.146
153 H -30.615 -23.976 -5.441  0.113
154 H -29.290 -24.237 -4.235  0.112
155 H -29.793 -25.524 -5.241  0.088
156 H -28.886 -21.936 -6.124  0.139
157 H -27.747 -22.300 -7.347  0.126
158 H -30.789 -22.069 -7.536  0.133
159 H -29.474 -21.993 -8.840  0.132
160 H -31.110 -24.509 -7.867  0.123
161 H -30.178 -24.440 -9.281  0.096
162 H -29.372 -25.820 -7.358  0.117
163 H -28.151 -24.834 -8.295  0.124
164 C -29.778 -28.272 -15.427  -0.079
165 C -30.131 -28.325 -13.931  -0.194
166 C -28.751 -28.161 -13.203  -0.100
167 N -28.924 -28.065 -11.674  -0.227
168 C -29.896 -26.868 -11.252  0.069
169 C -27.556 -27.973 -10.988  -0.090
170 C -27.133 -29.445 -11.076  -0.172
171 C -28.356 -30.374 -11.113  -0.151
172 C -29.502 -29.411 -11.046  -0.076
173 H -28.840 -28.755 -15.702  0.082
174 H -29.723 -27.289 -15.896  0.090
175 H -30.556 -28.783 -15.994  0.092
176 H -30.584 -29.294 -13.719  0.108
177 H -30.940 -27.686 -13.578  0.105
178 H -28.267 -27.214 -13.441  0.136
179 H -28.086 -28.976 -13.491  0.129
180 H -29.670 -26.552 -10.234  0.075
181 H -30.889 -27.140 -11.612  0.103
182 H -29.622 -26.085 -11.959  0.108
183 H -27.804 -27.725 -9.956  0.113
184 H -26.891 -27.209 -11.391  0.124
185 H -26.603 -29.705 -10.159  0.027
186 H -26.501 -29.612 -11.948  0.118
187 H -28.385 -31.014 -10.231  0.092
188 H -28.425 -31.082 -11.939  0.126
189 H -29.717 -29.011 -10.056  0.114
190 H -30.477 -29.783 -11.361  0.143


Which value of charge does entry 2 give? +6


The lowest orbital gap belongs to which entry? C56H123As3F18N6O2


Which of these has the highest orbital gap? C56H126ClN7


Which of these has the highest orbital gap? C56H126ClN7